Entry 1:
Computed, not measured: a structure of composition C47H122BeN9O14 in a non-equilibrium geometry, with ωB97M-V with the def2-TZVPD basis set.

Energy above the lowest of the compared OMol25 structures with the same formula, charge and spin   0.0 kcal/mol
Largest force on an atom   4.74 eV Å⁻¹
E_LUMO   -6.5 eV
Charge   +1
Electronic energy   -3424.0443 hartree

Structure (XYZ):
```
193
Properties=species:S:1:pos:R:3:mulliken_charge:R:1
Be -0.8860 -0.1204 -5.3206 0.75
C 0.2801 -0.6570 -0.5767 0.52
C -0.7082 -0.2385 -1.6376 3.03
C -1.2049 1.1984 -1.5029 -0.04
O -0.3088 -0.6872 -2.8943 -0.45
H -0.3175 -0.8829 0.3064 0.16
H 1.0361 0.0761 -0.2953 -0.84
H 0.6629 -1.6578 -0.7767 -0.54
H -1.6518 -0.7501 -1.4477 -1.38
H -1.9993 1.4528 -2.2046 -1.11
H -0.3523 1.8736 -1.5761 0.16
H -1.5731 1.2706 -0.4795 0.44
C 3.7647 -6.7732 0.6957 -0.80
O 3.6786 -5.6733 -0.2187 -0.38
C 3.2123 -4.4958 0.5245 -0.60
C 3.3218 -3.2463 -0.2787 -0.44
N 2.9665 -3.5023 -1.7309 -0.10
C 3.1116 -2.2685 -2.4879 0.15
C 3.6581 -2.4678 -3.9318 -1.04
O 5.0078 -2.8698 -3.7460 -0.37
C 5.6271 -3.2062 -5.0280 -0.79
H 4.4321 -7.4599 0.1750 0.27
H 2.8108 -7.2898 0.8030 0.24
H 4.2252 -6.4388 1.6253 0.35
H 3.7298 -4.3463 1.4721 0.60
H 2.1774 -4.6849 0.8097 0.10
H 4.3379 -2.8526 -0.2587 0.62
H 2.7289 -2.4551 0.1802 -0.04
H 3.7738 -4.0233 -2.0422 0.30
H 3.8043 -1.5483 -2.0523 0.48
H 2.1396 -1.7788 -2.4280 -0.28
H 3.6216 -1.5972 -4.5866 0.56
H 3.0471 -3.2454 -4.3901 0.42
H 5.1104 -4.0231 -5.5317 0.30
H 6.6329 -3.5095 -4.7374 0.26
H 5.7576 -2.2601 -5.5534 0.31
C -0.4726 3.3148 2.7649 -0.60
O 0.3992 2.3078 3.2090 -0.43
C 1.4518 2.1247 2.2727 0.59
C 2.5131 1.0840 2.8782 -0.23
N 3.1009 1.5543 4.1467 -0.31
C 3.9589 2.7600 4.0906 -0.45
C 4.3583 3.2628 5.5414 -0.72
O 3.2121 3.2866 6.4106 -0.30
C 3.3831 3.7098 7.7372 -0.82
H -1.1689 3.6485 3.5343 0.37
H -0.8813 3.0693 1.7847 0.02
H 0.1503 4.2034 2.6624 0.27
H 1.9593 3.0415 1.9726 0.10
H 0.9529 1.6903 1.4064 -0.01
H 3.2683 0.9735 2.1000 0.37
H 2.0807 0.1017 3.0687 -0.40
H 2.3611 1.9813 4.6856 0.38
H 3.4827 3.6420 3.6623 0.13
H 4.8797 2.5773 3.5366 0.43
H 4.8156 4.2522 5.5287 0.44
H 5.0641 2.5048 5.8813 0.35
H 3.2066 2.9515 8.5001 0.28
H 2.6048 4.4503 7.9212 0.26
H 4.3385 4.1590 8.0087 0.33
C -2.6461 -6.9726 5.6616 -0.87
O -1.6215 -6.0732 5.9765 -0.29
C -0.2781 -6.5830 5.6434 -0.32
C 0.9041 -5.7461 6.0682 -0.94
N 0.9000 -4.2841 5.8157 -0.43
C 0.9302 -4.0155 4.4337 -0.49
C 0.6701 -2.5543 4.1164 0.01
O -0.5856 -2.1752 4.6622 -0.41
C -0.9712 -0.9134 4.1341 -0.41
H -2.6080 -7.8619 6.2906 0.36
H -2.5125 -7.3249 4.6387 0.37
H -3.5871 -6.4228 5.6425 0.23
H -0.2010 -6.7480 4.5688 0.27
H -0.1608 -7.5925 6.0376 0.46
H 1.8449 -6.1189 5.6633 0.38
H 0.9955 -5.8179 7.1520 0.39
H 0.0522 -3.8301 6.1243 0.40
H 0.2011 -4.6876 3.9812 0.24
H 1.9077 -4.2953 4.0410 0.30
H 0.7843 -2.3920 3.0446 -0.12
H 1.4491 -1.9123 4.5274 0.29
H -0.6869 -0.0057 4.6663 0.29
H -2.0532 -0.7909 4.1826 0.44
H -0.6785 -0.8252 3.0878 -0.11
C -3.6282 -1.8829 -3.4171 0.16
O -3.2873 -0.8990 -4.3743 -0.21
C -4.2777 0.0852 -4.3742 -0.12
C -3.8141 1.2717 -5.2884 -0.98
N -2.5363 1.7444 -4.7700 1.20
C -2.0836 2.9198 -5.5452 -1.20
C -0.6523 3.3494 -5.1614 -0.25
O 0.1981 2.1926 -4.9332 -0.09
C 1.5741 2.5897 -4.8161 -0.89
H -4.5064 -2.4584 -3.7099 0.52
H -3.6164 -1.4238 -2.4286 -0.23
H -2.7682 -2.5279 -3.2374 -0.43
H -4.4739 0.4871 -3.3802 -0.08
H -5.2655 -0.3166 -4.5999 0.58
H -4.5747 2.0176 -5.0579 0.38
H -3.8311 0.8688 -6.3011 0.33
H -2.7662 2.0601 -3.8386 -1.25
H -2.7136 3.8032 -5.4413 0.42
H -2.2614 2.7537 -6.6077 0.56
H -0.7524 4.0463 -4.3293 0.11
H -0.2809 3.7939 -6.0848 0.47
H 2.0868 2.6536 -5.7759 0.37
H 2.1780 1.8456 -4.2968 0.22
H 1.8424 3.5340 -4.3425 0.30
C -3.3630 -1.4886 0.9063 0.14
C -4.7099 -2.1691 1.1786 0.68
C -4.7612 -3.0383 2.4519 -0.96
O -3.9190 -4.1482 2.2716 -0.24
C -3.5961 -4.8350 3.4894 -0.81
N -5.7233 -1.1325 1.2473 -0.71
H -2.5773 -2.2243 0.7343 -0.59
H -3.0482 -0.8499 1.7316 0.29
H -3.4318 -0.8966 -0.0063 -0.31
H -4.9260 -2.8823 0.3832 0.19
H -5.7384 -3.4266 2.7388 0.41
H -4.4285 -2.4134 3.2808 0.37
H -2.9021 -4.2473 4.0903 0.48
H -3.0714 -5.7609 3.2537 0.01
H -4.4536 -5.0297 4.1334 0.44
H -5.6215 -0.5328 0.4410 0.17
H -6.6110 -1.6018 1.1381 0.32
C -0.1179 -6.1545 -3.2624 -1.66
C -0.6823 -4.7164 -2.8919 0.08
C -0.6837 -4.4241 -1.3780 0.76
O -1.6545 -5.2629 -0.7137 -0.56
C -1.4876 -5.2684 0.6950 -0.19
N 0.2247 -3.7528 -3.5005 -0.58
H 0.8303 -6.3985 -2.7834 0.28
H 0.0384 -6.2850 -4.3332 0.44
H -0.8048 -6.9524 -2.9803 0.37
H -1.6546 -4.5312 -3.3485 0.43
H -0.9362 -3.3801 -1.1926 -0.15
H 0.3477 -4.5509 -1.0491 -0.07
H -2.3876 -5.7856 1.0277 0.33
H -1.5048 -4.2036 0.9270 -0.05
H -0.6325 -5.7870 1.1285 0.19
H -0.1050 -2.8512 -3.1865 0.21
H 1.0807 -3.8833 -2.9805 0.15
C -7.3205 2.1761 -2.8696 -1.27
C -6.6124 1.7411 -1.5089 0.84
C -5.5302 2.7554 -1.1095 -1.08
O -4.5593 2.7837 -2.1716 0.15
C -3.6284 3.8809 -2.0935 -0.93
N -7.6110 1.4661 -0.5028 -0.68
H -8.0153 1.4049 -3.2020 0.45
H -6.5477 2.2144 -3.6373 0.10
H -7.8516 3.1271 -2.8288 0.36
H -6.1267 0.7912 -1.7321 -0.01
H -5.0105 2.7016 -0.1529 0.47
H -6.0149 3.7313 -1.0795 0.37
H -4.2390 4.7833 -2.0654 0.55
H -2.9695 4.0986 -2.9341 0.00
H -3.0749 3.8788 -1.1545 0.45
H -8.3953 0.9244 -0.8369 0.30
H -7.2225 0.9499 0.2735 0.29
C 0.1710 5.2582 -1.2099 -1.52
C 0.8719 6.1809 -0.1529 1.13
C 1.4658 7.4986 -0.8275 -1.17
O 2.3946 7.2601 -1.8454 -0.32
C 2.6909 8.3978 -2.6841 -0.94
N -0.1530 6.4090 0.8887 -0.58
H -0.3717 4.4326 -0.7494 0.23
H 0.7898 4.9231 -2.0423 0.28
H -0.6212 5.8550 -1.6620 0.57
H 1.7021 5.6344 0.2945 -0.22
H 2.0401 8.1171 -0.1377 0.46
H 0.6113 8.0916 -1.1533 0.49
H 3.5040 8.1759 -3.3753 0.24
H 2.8901 9.2873 -2.0864 0.37
H 1.7874 8.7187 -3.2026 0.35
H -0.7880 7.0779 0.4771 0.28
H 0.2395 6.8769 1.6932 0.30
C 5.2480 4.9503 1.0564 -1.08
C 5.3654 4.7038 -0.4817 0.26
C 4.3158 3.6812 -0.9835 0.07
O 4.3512 2.5004 -0.2234 -0.40
C 3.6208 1.4750 -0.8626 -0.62
N 5.0562 6.0254 -1.0829 -0.65
H 6.1047 5.5084 1.4341 0.48
H 5.1529 4.0686 1.6902 0.01
H 4.5239 5.7151 1.3373 0.29
H 6.3804 4.3720 -0.7003 0.31
H 4.5367 3.4768 -2.0311 0.34
H 3.3228 4.1207 -0.8888 -0.31
H 3.9701 1.1830 -1.8529 0.51
H 2.5715 1.7449 -0.9817 0.20
H 3.7001 0.6133 -0.1998 0.19
H 4.0957 6.3322 -1.0230 0.22
H 5.6887 6.7123 -0.6979 0.26
```


Entry 2:
Computed, not measured: a structure of composition C47H25Cl5N8O3W, with ωB97M-V with the def2-TZVPD basis set.

Energy above the lowest of the compared OMol25 structures with the same formula, charge and spin   0.0 kcal/mol
Largest force on an atom   0.95 eV Å⁻¹
E_LUMO (spin up / spin down)   -1.2 / -1.7 eV
Electronic energy   -4838.0426 hartree
Multiplicity   3

Structure (XYZ):
```
89
Properties=species:S:1:pos:R:3:mulliken_spin:R:1
W -0.0590 0.3534 0.3358 0.80
C 0.4058 -4.7131 4.5351 0.01
C -0.9847 -4.5750 4.6771 -0.01
C -1.6583 -3.5074 4.1158 0.01
C -0.9055 -2.5885 3.3929 -0.01
C -1.2915 -1.3826 2.6790 -0.03
N -0.1735 -0.7881 2.1191 0.05
C 0.9289 -1.5667 2.5088 -0.08
N 2.1797 -1.2975 2.3606 0.07
C 2.5742 -0.1161 1.8717 0.09
C 3.9033 0.3634 1.9577 0.02
C 5.0861 -0.2002 2.4705 -0.01
C 6.2235 0.5606 2.4257 0.03
C 6.2130 1.8787 1.8954 0.00
C 5.0649 2.4442 1.4098 0.03
C 3.8900 1.6687 1.4415 0.00
C 2.5634 1.9367 1.0352 0.14
N 2.2164 3.0702 0.3911 0.04
C 1.0182 3.2785 -0.0111 -0.03
N -0.1013 2.4360 0.1219 0.09
C -1.1942 3.1401 -0.3764 -0.01
N -2.4370 2.8028 -0.3085 0.02
C -2.8215 1.7452 0.4178 0.23
N -2.0088 0.7989 1.0391 -0.01
C -2.8472 0.0633 1.8668 0.17
N -2.5235 -0.9869 2.6092 0.04
C -4.1873 0.5164 1.7326 0.02
C -5.3838 0.0924 2.3296 0.00
C -6.5354 0.7430 1.9681 0.03
C -6.5190 1.8108 1.0351 0.00
C -5.3530 2.2343 0.4525 0.04
C -4.1722 1.5587 0.8035 0.00
C -0.7540 4.4338 -0.8938 0.01
C -1.4569 5.4563 -1.5094 0.02
C -0.7361 6.5745 -1.8969 0.00
C 0.6404 6.6666 -1.6595 0.01
C 1.3316 5.6432 -1.0299 0.00
C 0.6053 4.5233 -0.6580 0.02
N 1.7634 0.8498 1.3037 0.00
C 0.4643 -2.7242 3.2535 0.00
C 1.1510 -3.7857 3.8324 -0.01
H 0.8986 -5.5614 4.9911 0.00
H -1.5334 -5.3182 5.2401 0.00
H -2.7273 -3.3861 4.2231 0.00
H 5.0851 -1.2020 2.8771 0.00
H 7.1533 0.1565 2.8044 0.00
H 7.1349 2.4454 1.8838 0.00
H 5.0501 3.4492 1.0108 0.00
H -5.3841 -0.7204 3.0423 0.00
H -7.4797 0.4417 2.4010 0.00
H -7.4512 2.2981 0.7821 0.00
H -5.3312 3.0490 -0.2572 0.01
H -2.5205 5.3709 -1.6835 0.00
H -1.2427 7.3929 -2.3908 0.00
H 1.1714 7.5553 -1.9737 0.00
H 2.3931 5.7054 -0.8342 0.00
H 2.2234 -3.8716 3.7260 0.00
C -0.4031 -5.9845 -2.1557 0.00
O 0.6849 -5.3994 -2.8605 0.00
C 1.0424 -4.1400 -2.5442 -0.01
C 2.0598 -3.5832 -3.3451 0.01
C 2.4699 -2.3017 -3.1078 -0.01
C 1.8870 -1.5217 -2.0904 -0.01
C 2.2542 -0.1502 -1.8652 0.01
C 3.4780 0.4464 -2.4946 0.00
O 1.5661 0.6140 -1.1557 0.02
C 0.8977 -2.1062 -1.2760 0.00
O 0.3868 -1.4577 -0.2465 0.04
C 0.4770 -3.4185 -1.5052 0.02
H -0.5868 -6.9416 -2.6340 0.00
H -1.2938 -5.3576 -2.2264 0.00
H -0.1471 -6.1436 -1.1061 0.00
H 2.4874 -4.1833 -4.1346 0.00
H 3.2465 -1.8746 -3.7272 0.00
H 3.4370 0.3598 -3.5804 0.00
H 4.3668 -0.0825 -2.1466 0.00
H 3.5428 1.4944 -2.2135 0.00
H -0.2795 -3.8290 -0.8564 0.00
Cl -2.4186 -1.9760 -0.4746 0.00
C -2.1440 -0.8564 -1.7788 0.00
C -1.1844 0.1628 -1.6730 0.11
C -0.9976 0.8935 -2.8515 0.00
Cl 0.2715 2.0710 -3.0146 0.00
C -1.7598 0.6958 -4.0102 0.00
Cl -1.4915 1.6339 -5.4307 0.00
C -2.7386 -0.2868 -4.0385 0.00
Cl -3.6787 -0.5478 -5.4535 0.00
C -2.9169 -1.0856 -2.9174 0.00
Cl -4.0752 -2.3597 -2.9724 0.00
```